# 1
{"formula": "C40H29AsBrF6KN10O8S2", "method": "ωB97M-V with the def2-TZVPD basis set", "total_charge": -2, "homo_energy_ev": [-2.70, -2.70], "lumo_energy_ha": [0.1372, 0.1372], "symbols": ["K", "Br", "C", "C", "C", "C", "O", "C", "C", "N", "C", "C", "C", "C", "C", "C", "C", "C", "N", "C", "C", "H", "H", "H", "H", "H", "H", "H", "H", "H", "H", "F", "C", "F", "F", "S", "O", "O", "N", "S", "O", "O", "C", "F", "F", "F", "O", "As", "C", "C", "C", "C", "C", "C", "C", "C", "C", "C", "C", "C", "C", "C", "C", "C", "C", "C", "H", "H", "H", "H", "H", "H", "H", "H", "H", "H", "H", "H", "H", "H", "H", "N", "C", "N", "C", "N", "N", "C", "N", "N", "C", "N", "H", "H", "H", "H", "O", "O"], "coordinates": [[1.97528, 0.69675, 0.32167], [-1.65362, 7.17589, 0.85129], [-1.38943, 5.35218, 0.36601], [-0.56256, 5.03306, -0.71257], [-0.41207, 3.72338, -1.09197], [-1.09151, 2.64924, -0.44490], [-1.06108, 1.42347, -0.85115], [-1.88003, 3.00443, 0.68987], [-2.60497, 2.07700, 1.54441], [-2.79388, 0.81730, 1.42058], [-3.72266, 0.20818, 2.24911], [-5.01095, 0.69852, 2.35293], [-6.01284, 0.01822, 3.07843], [-5.74322, -1.15932, 3.71193], [-4.43089, -1.69383, 3.65505], [-4.07404, -2.89162, 4.31802], [-2.79220, -3.34198, 4.25722], [-1.84814, -2.60314, 3.50769], [-2.13527, -1.49311, 2.87522], [-3.41033, -1.02029, 2.93693], [-2.00305, 4.35481, 1.06791], [-0.02459, 5.81948, -1.22610], [0.27345, 3.47584, -1.87795], [-3.04623, 2.56930, 2.42586], [-5.25068, 1.61796, 1.83119], [-7.00953, 0.44494, 3.13286], [-6.51167, -1.69244, 4.26263], [-4.83461, -3.43067, 4.87397], [-2.48373, -4.24776, 4.76664], [-0.82289, -2.95382, 3.42689], [-2.60437, 4.60163, 1.93591], [1.70106, -4.31542, -1.59201], [1.66471, -4.05233, -0.28811], [0.44633, -4.23134, 0.19175], [2.48745, -4.92096, 0.33505], [2.35475, -2.36899, 0.00862], [1.51557, -1.37855, -0.61815], [3.70152, -2.50347, -0.47736], [2.21203, -2.38582, 1.58622], [3.33108, -1.56163, 2.35190], [3.45230, -0.20853, 1.86789], [4.52500, -2.29463, 2.65856], [2.49059, -1.42676, 3.97139], [1.42392, -0.64224, 3.89644], [3.35586, -0.91970, 4.84681], [2.11333, -2.64188, 4.39517], [1.32918, 1.33271, -1.81966], [0.04784, 0.48529, -2.49377], [0.93231, -0.45469, -4.01055], [1.26407, 0.18013, -5.20446], [1.96319, -0.49548, -6.19908], [2.35562, -1.81636, -6.00690], [2.04366, -2.45718, -4.81444], [1.33753, -1.77952, -3.82814], [-1.19931, -0.97215, -2.13037], [-1.86063, -1.53986, -3.40061], [-3.08696, -2.37069, -3.02340], [-3.94788, -2.01290, -1.88430], [-3.34667, -1.51193, -0.81168], [-1.88683, -1.35035, -0.86326], [-1.18780, 1.60959, -3.50964], [-2.56531, 1.39566, -3.46704], [-3.42605, 2.21748, -4.17969], [-2.92733, 3.28383, -4.92073], [-1.56175, 3.53337, -4.92580], [-0.70305, 2.70005, -4.22357], [0.98901, 1.21012, -5.36451], [2.21348, 0.01419, -7.12348], [2.91626, -2.33420, -6.77862], [2.35532, -3.48248, -4.64038], [1.11631, -2.27974, -2.89514], [-1.73254, -1.11363, -4.38075], [-3.55531, -2.83217, -3.88241], [-5.01666, -2.19093, -1.93591], [-3.86891, -1.21814, 0.09133], [-1.40683, -0.96580, 0.02563], [-2.98001, 0.61433, -2.84190], [-4.49467, 2.03571, -4.14316], [-3.60049, 3.92709, -5.47513], [-1.16713, 4.38747, -5.46407], [0.35763, 2.91990, -4.20570], [1.55074, 2.98456, 1.40882], [1.63344, 4.10181, 1.75232], [1.65242, 5.36222, 2.07736], [2.37683, 5.98353, 2.97204], [2.97198, 6.62320, 3.75044], [-1.04685, -3.62404, -5.48797], [-0.91562, -4.45027, -4.38330], [-0.34716, -5.69230, -4.68289], [-1.25580, -4.18508, -3.19130], [-1.68069, -2.91090, -2.79313], [-1.00819, -2.33680, -1.58448], [-0.33965, -3.79262, -6.18885], [-1.07799, -2.64735, -5.23227], [-0.69671, -6.14120, -5.51437], [-0.33968, -6.28850, -3.86954], [3.23788, 0.49448, -2.43985], [4.03813, 0.82422, -1.63977]], "lowdin_charge": [0.81, 0.65, -0.71, -0.13, -0.02, -0.33, -0.17, -0.12, -0.08, 0.13, -0.24, -0.03, -0.10, -0.07, -0.17, -0.04, -0.07, -0.13, 0.14, -0.16, -0.11, 0.10, 0.08, 0.12, 0.11, 0.10, 0.10, 0.11, 0.10, 0.10, 0.10, 0.13, -0.68, 0.15, 0.11, 0.58, -0.42, -0.26, -0.28, 0.59, -0.41, -0.27, -0.69, 0.15, 0.14, 0.12, -0.57, 1.24, -0.25, -0.09, -0.10, -0.11, -0.09, -0.10, -0.36, -0.13, -0.12, -0.05, -0.02, -0.17, -0.25, -0.07, -0.08, -0.10, -0.09, -0.12, 0.08, 0.09, 0.09, 0.10, 0.08, 0.12, 0.14, 0.10, 0.09, 0.12, 0.10, 0.10, 0.09, 0.10, 0.10, 0.05, -0.38, 0.03, -0.47, 0.01, 0.15, -0.53, 0.11, 0.17, -0.36, 0.13, 0.08, 0.06, 0.07, 0.08, -0.06, -0.02]}

---

# 2
{"formula": "C14H18N4O", "method": "ωB97M-V with the def2-TZVPD basis set", "e_above_lowest_kcal_mol": 1.1, "homo_energy_ev": -7.95, "smiles": "Cc1cc(NCCCN)nc(-c2ccccc2O)n1", "lumo_energy_ha": 0.0269, "symbols": ["C", "C", "C", "C", "N", "C", "C", "C", "N", "N", "C", "C", "C", "C", "C", "C", "C", "O", "N", "H", "H", "H", "H", "H", "H", "H", "H", "H", "H", "H", "H", "H", "H", "H", "H", "H", "H"], "coordinates": [[-1.31965, -3.64064, -1.52469], [-0.92037, -2.25392, -1.12820], [-0.50584, -1.32633, -2.06799], [-0.17470, -0.04571, -1.60022], [0.17099, 1.00457, -2.37934], [0.81253, 0.90681, -3.66576], [2.34121, 0.97043, -3.54076], [2.82727, 2.33194, -3.03922], [2.33872, 2.59650, -1.69166], [-0.25978, 0.22611, -0.29122], [-0.66705, -0.73179, 0.54284], [-0.73619, -0.41513, 1.96957], [-1.20556, -1.38517, 2.85716], [-1.28050, -1.13922, 4.21047], [-0.88024, 0.09494, 4.70618], [-0.41246, 1.06856, 3.85020], [-0.33452, 0.83564, 2.47614], [0.13073, 1.82282, 1.69393], [-0.99831, -1.96170, 0.16678], [-2.34334, -3.63118, -1.89801], [-1.27602, -4.29407, -0.65833], [-0.67185, -4.02114, -2.31108], [-0.45507, -1.58532, -3.11243], [0.50053, 1.81394, -1.85480], [0.46476, 1.74193, -4.28244], [0.52095, -0.02313, -4.15571], [2.78816, 0.77705, -4.51709], [2.67420, 0.18994, -2.85235], [3.92742, 2.36087, -3.10931], [2.43179, 3.11675, -3.69090], [2.74604, 1.94171, -1.03108], [2.59234, 3.53173, -1.39452], [-1.50783, -2.33475, 2.44460], [-1.64759, -1.90064, 4.88198], [-0.93429, 0.29628, 5.76621], [-0.09784, 2.03319, 4.21775], [0.08771, 1.48889, 0.75955]], "lowdin_charge": [-0.03, -0.32, 0.04, -0.30, 0.04, -0.19, -0.18, -0.28, -0.01, 0.16, -0.26, -0.09, -0.03, -0.10, -0.09, -0.02, -0.27, 0.04, 0.15, 0.09, 0.08, 0.08, 0.10, 0.10, 0.12, 0.10, 0.11, 0.11, 0.11, 0.11, 0.09, 0.08, 0.10, 0.10, 0.10, 0.11, 0.05]}

---

# 3
{"formula": "C26H20ClN4O9Re", "method": "ωB97M-V with the def2-TZVPD basis set", "e_above_lowest_kcal_mol": 12.5, "homo_energy_ev": [-8.19, -8.17], "lumo_energy_ha": [-0.0324, -0.0326], "symbols": ["Re", "O", "C", "C", "C", "C", "C", "C", "C", "O", "N", "N", "C", "C", "C", "C", "C", "C", "C", "O", "H", "H", "H", "H", "H", "H", "H", "H", "H", "H", "O", "Cl", "O", "O", "O", "C", "N", "C", "C", "C", "O", "N", "C", "O", "H", "H", "H", "H", "H", "C", "C", "C", "C", "C", "C", "C", "H", "H", "H", "H", "H"], "coordinates": [[-0.44002, 0.06684, -0.15281], [3.28272, 2.01576, -1.36024], [3.64125, 2.44970, -0.12964], [4.95865, 2.87720, 0.02420], [5.41606, 3.30783, 1.25164], [4.56862, 3.31662, 2.35768], [3.26453, 2.89644, 2.21200], [2.77476, 2.46481, 0.97479], [1.38953, 1.98593, 0.89748], [0.95160, 1.46223, -0.26027], [0.64391, 1.96222, 1.95177], [-0.49977, 1.26746, 1.68084], [-1.49761, 1.40303, 2.47942], [-2.81351, 0.95897, 2.12526], [-3.82294, 0.92196, 3.10138], [-5.11887, 0.61668, 2.76526], [-5.44968, 0.37665, 1.42781], [-4.48905, 0.43785, 0.44356], [-3.15795, 0.71033, 0.77706], [-2.27444, 0.76029, -0.22181], [2.35132, 1.73067, -1.31679], [5.60189, 2.85931, -0.84598], [6.44234, 3.63737, 1.35259], [4.92855, 3.64452, 3.32312], [2.59123, 2.88229, 3.05724], [-1.34520, 1.94966, 3.40785], [-3.55846, 1.12915, 4.13143], [-5.88247, 0.56845, 3.52970], [-6.47208, 0.13978, 1.16250], [-4.72357, 0.25528, -0.59823], [0.28488, -1.79066, 2.49092], [-0.68553, -2.49516, 1.73793], [-1.71800, -3.03344, 2.53984], [-0.09171, -3.45988, 0.87228], [-1.39999, -1.48834, 0.83634], [4.63520, -2.13466, 0.50092], [3.41330, -2.10344, -0.29579], [3.25164, -2.86283, -1.39916], [2.12701, -2.80221, -2.14791], [1.13313, -1.91283, -1.69534], [0.03117, -1.74488, -2.39147], [1.25260, -1.18972, -0.59718], [2.41615, -1.23361, 0.15971], [2.59334, -0.56381, 1.14629], [5.33143, -2.83876, 0.05308], [4.40174, -2.43613, 1.51960], [5.07581, -1.14004, 0.53164], [4.07998, -3.51041, -1.65049], [1.98140, -3.38978, -3.03827], [-0.81025, -0.75077, -1.84078], [-2.08116, -0.74234, -2.59529], [-2.91745, -1.85433, -2.51373], [-4.13920, -1.85271, -3.16719], [-4.52907, -0.74645, -3.91117], [-3.69654, 0.36084, -3.99366], [-2.47783, 0.36628, -3.33210], [-2.61483, -2.70617, -1.91615], [-4.79016, -2.71433, -3.09282], [-5.48260, -0.74683, -4.42340], [-4.00138, 1.22560, -4.56868], [-1.83440, 1.23652, -3.36679]], "lowdin_charge": [1.66, 0.07, -0.26, -0.02, -0.08, -0.09, -0.02, -0.10, -0.37, -0.22, 0.11, -0.10, -0.03, -0.14, -0.03, -0.08, -0.06, 0.01, -0.30, -0.21, 0.08, 0.12, 0.10, 0.10, 0.11, 0.14, 0.12, 0.10, 0.11, 0.12, -0.29, 0.71, -0.27, -0.30, -0.47, 0.01, -0.02, -0.02, 0.05, -0.33, 0.07, 0.06, -0.46, 0.11, 0.09, 0.11, 0.10, 0.14, 0.12, -0.25, -0.23, -0.03, -0.08, -0.09, -0.08, -0.04, 0.12, 0.10, 0.10, 0.10, 0.12]}

---

Largest force on an atom? In order: 2.38, 0.49, 1.25 eV/A.